62
Properties=species:S:1:pos:R:3 method="wB97M-V/def2-TZVPD" fmax_ev_per_a=1.1 total_charge=+1 mol_weight_g_mol=845.2 lumo_ev=-3.588 gap_ev=8.073
Co 0.15 0.39 -0.21
Se -1.12 -6.46 2.91
N -2.21 -5.09 2.53
C -1.46 -4.14 2.05
C -1.99 -2.85 1.61
C -3.34 -2.50 1.68
C -3.73 -1.25 1.25
C -2.77 -0.39 0.71
N -1.49 -0.72 0.62
C -1.10 -1.92 1.08
C 0.34 -2.18 1.05
N 1.11 -1.17 0.60
C 2.41 -1.37 0.48
C 3.02 -2.57 0.83
C 2.24 -3.60 1.32
C 0.87 -3.40 1.44
C -0.05 -4.41 1.95
N 0.34 -5.59 2.35
H -4.06 -3.20 2.09
H -4.76 -0.93 1.30
H -3.05 0.59 0.34
H 2.99 -0.55 0.08
H 4.09 -2.68 0.70
H 2.67 -4.55 1.61
C 0.25 1.71 3.82
C 1.14 2.77 3.74
C 1.67 3.11 2.52
C 1.31 2.39 1.38
N 0.40 1.39 1.46
C -0.09 1.05 2.66
C 1.86 2.57 0.04
C 2.73 3.60 -0.33
C 3.17 3.67 -1.63
C 2.73 2.73 -2.57
C 1.86 1.72 -2.21
C 1.42 1.64 -0.89
H -0.19 1.40 4.76
H 1.42 3.32 4.63
H 2.39 3.92 2.43
H -0.80 0.23 2.68
H 3.07 4.33 0.40
H 3.86 4.45 -1.93
H 3.08 2.80 -3.59
H 1.53 1.01 -2.95
F 0.50 -0.73 -1.77
As 0.34 -2.04 -3.10
F -0.30 -0.77 -4.08
F -1.24 -2.30 -2.44
F 0.16 -3.23 -4.29
F 0.98 -3.12 -1.92
F 1.93 -1.59 -3.56
Br -2.43 5.26 -1.66
C -2.24 3.41 -1.90
C -2.97 2.73 -2.86
C -2.78 1.36 -2.97
C -1.89 0.72 -2.14
N -1.17 1.40 -1.23
C -1.35 2.72 -1.11
H -3.66 3.26 -3.50
H -3.32 0.78 -3.71
H -1.74 -0.34 -2.20
H -0.75 3.23 -0.37

---

60
Properties=species:S:1:pos:R:3 method="wB97M-V/def2-TZVPD" fmax_ev_per_a=2.9 total_charge=0 mol_weight_g_mol=607.2 smiles=Fc1cc(F)c(B(c2c(F)cc(F)cc2F)c2c(F)cc(F)cc2F)c(F)c1.CN(C)Cc1ccc(C(F)(F)F)cc1 lumo_ev=-1.438 de_lowest_kj_mol=42.81 gap_ev=6.908
F 2.94 1.27 -4.81
C 2.15 1.44 -3.70
C 2.30 2.58 -2.90
C 1.31 2.81 -1.96
F 1.67 3.57 -0.85
C 0.08 2.12 -1.88
B -1.15 2.61 -1.02
C -0.92 3.61 0.16
C -0.42 3.31 1.44
F 0.26 2.12 1.60
C -0.42 4.20 2.51
C -0.77 5.52 2.22
F -0.73 6.46 3.23
C -1.13 5.95 0.93
C -1.19 4.97 -0.05
F -1.42 5.38 -1.35
C -2.43 1.71 -1.00
C -2.89 1.04 0.15
F -2.02 0.91 1.22
C -4.02 0.23 0.22
C -4.71 0.03 -0.97
F -5.91 -0.65 -0.94
C -4.25 0.53 -2.19
C -3.11 1.32 -2.17
F -2.51 1.58 -3.38
C 0.23 0.82 -2.44
F -0.41 -0.22 -1.80
C 1.18 0.47 -3.40
H 3.17 3.23 -2.99
H -0.11 3.90 3.51
H -1.33 6.99 0.70
H -4.31 -0.25 1.16
H -4.75 0.30 -3.12
H 1.19 -0.52 -3.86
C 3.24 0.22 1.42
N 3.08 -1.24 1.40
C 3.76 -1.86 0.26
C 1.68 -1.56 1.57
C 1.08 -2.92 1.40
C 1.73 -4.14 1.60
C 1.02 -5.34 1.38
C -0.35 -5.27 1.08
C -1.11 -6.54 0.92
F -2.45 -6.35 1.04
F -0.90 -7.12 -0.30
F -0.75 -7.44 1.88
C -0.99 -4.06 0.85
C -0.27 -2.90 1.04
H 4.27 0.50 1.16
H 2.56 0.70 0.68
H 2.97 0.62 2.41
H 4.36 -1.11 -0.27
H 4.40 -2.69 0.57
H 3.03 -2.26 -0.45
H 1.20 -1.02 0.80
H 1.35 -1.11 2.53
H 2.78 -4.15 1.91
H 1.52 -6.30 1.45
H -2.02 -4.03 0.51
H -0.76 -1.94 0.89

---

61
Properties=species:S:1:pos:R:3 method="wB97M-V/def2-TZVPD" fmax_ev_per_a=1.8 total_charge=-1 mol_weight_g_mol=1023.5 lumo_ev="1.154 / 0.700" spin_multiplicity=2 s_squared=0.770 de_lowest_kj_mol=30.61 gap_ev="5.993 / 5.851"
Ru -0.10 -0.46 -0.20
O 2.91 0.28 -3.24
C 2.80 -0.85 -3.96
C 3.62 -1.02 -5.07
C 3.51 -2.17 -5.85
C 2.58 -3.15 -5.54
C 1.77 -2.98 -4.42
C 1.88 -1.86 -3.62
C 1.05 -1.71 -2.37
O 0.65 -0.42 -2.13
N 1.85 -2.11 -1.21
N 1.24 -1.79 -0.06
C 2.02 -2.17 1.05
C 1.63 -1.98 2.28
Br 1.30 0.98 1.22
C 1.22 -1.75 3.49
C 0.69 -2.69 4.49
C 0.40 -4.02 4.19
C -0.06 -4.87 5.18
C -0.23 -4.41 6.48
C 0.07 -3.09 6.79
C 0.52 -2.24 5.79
H 2.11 0.31 -2.65
H 4.33 -0.24 -5.32
H 4.15 -2.28 -6.71
H 2.49 -4.03 -6.16
H 1.04 -3.74 -4.16
H 0.19 -2.40 -2.42
H 2.39 -2.96 -1.22
H 3.04 -2.46 0.82
H 1.29 -0.70 3.80
H 0.51 -4.38 3.17
H -0.30 -5.90 4.93
H -0.59 -5.08 7.25
H -0.07 -2.72 7.79
H 0.74 -1.20 6.02
O -4.67 -4.01 4.42
C -3.82 -3.64 3.66
S -2.87 -4.70 2.62
C -1.88 -3.49 1.81
C -2.14 -2.15 2.20
S -1.50 -0.66 1.75
S -3.38 -1.95 3.44
S -0.75 -4.10 0.75
I -2.13 4.22 -1.18
C -2.65 2.37 -1.95
C -3.59 2.28 -2.98
C -3.96 1.07 -3.50
I -5.35 1.04 -5.06
C -3.40 -0.13 -3.00
C -3.71 -1.43 -3.45
C -3.13 -2.51 -2.85
C -2.22 -2.31 -1.79
N -1.88 -1.12 -1.37
C -2.45 -0.02 -1.96
C -2.03 1.24 -1.43
O -1.15 1.25 -0.49
H -4.03 3.19 -3.36
H -4.41 -1.56 -4.26
H -3.35 -3.52 -3.17
H -1.78 -3.15 -1.28

---

53
Properties=species:S:1:pos:R:3 method="wB97M-V/def2-TZVPD" fmax_ev_per_a=1.8 total_charge=+1 mol_weight_g_mol=696.6 lumo_ev=-4.090 gap_ev=6.676
Ir -0.49 -0.63 -0.63
C -1.36 3.46 -1.56
C -2.38 3.79 -0.66
C -2.63 2.97 0.40
C -1.88 1.78 0.59
N -0.91 1.46 -0.31
C -0.67 2.29 -1.34
N -2.21 1.02 1.67
C -1.56 -0.02 2.05
N -0.46 -0.51 1.41
C 0.09 -1.56 2.11
N 1.21 -2.11 1.81
C 1.95 -1.76 0.74
C 3.25 -2.31 0.66
C 4.10 -1.96 -0.36
C 3.67 -1.04 -1.31
C 2.40 -0.55 -1.22
N 1.54 -0.91 -0.25
C -0.75 -1.78 3.28
C -0.67 -2.71 4.31
C -1.64 -2.66 5.30
C -2.66 -1.70 5.27
C -2.73 -0.76 4.25
C -1.77 -0.82 3.25
H -1.12 4.08 -2.41
H -2.96 4.69 -0.81
H -3.39 3.18 1.13
H 0.12 1.99 -2.01
H 3.54 -3.00 1.44
H 5.10 -2.38 -0.41
H 4.32 -0.71 -2.11
H 2.03 0.17 -1.93
H 0.12 -3.44 4.34
H -1.61 -3.37 6.12
H -3.39 -1.69 6.06
H -3.51 -0.01 4.23
Br -2.92 -0.75 -1.43
C -3.02 -2.51 -0.62
C -4.22 -2.99 -0.21
C -4.27 -4.31 0.29
C -3.15 -5.09 0.28
C -1.91 -4.59 -0.19
C -0.76 -5.40 -0.31
C 0.39 -4.89 -0.85
C 0.50 -3.52 -1.14
C -0.55 -2.65 -0.93
C -1.81 -3.23 -0.58
H -5.12 -2.39 -0.27
H -5.21 -4.70 0.64
H -3.20 -6.12 0.62
H -0.82 -6.44 -0.01
H 1.24 -5.53 -1.01
H 1.45 -3.16 -1.52

---

61
Properties=species:S:1:pos:R:3 method="wB97M-V/def2-TZVPD" fmax_ev_per_a=3.7 total_charge=+1 mol_weight_g_mol=781.7 lumo_ev="-4.712 / -6.047" spin_multiplicity=2 s_squared=0.760 gap_ev="7.600 / 6.266"
Ir 0.05 -0.17 0.17
O 6.99 0.34 0.16
C 6.38 1.37 0.04
O 6.37 2.57 0.00
C 4.64 0.91 -0.20
C 4.36 -0.43 -0.38
C 3.03 -0.77 -0.49
N 2.04 0.14 -0.43
C 2.37 1.45 -0.31
C 3.68 1.88 -0.19
C 1.24 2.42 -0.37
O 1.40 3.60 -0.40
O 0.07 1.77 -0.43
H 5.14 -1.17 -0.43
H 2.73 -1.80 -0.67
H 3.89 2.94 -0.10
O -2.41 1.24 -0.58
N -1.90 -0.03 -0.44
C -2.86 -0.86 -0.26
C -2.80 -2.31 -0.09
C -4.05 -2.93 -0.14
C -4.17 -4.30 -0.02
C -3.04 -5.07 0.17
C -1.79 -4.47 0.22
C -1.66 -3.09 0.10
P 0.03 -2.43 0.13
C 0.78 -3.24 1.56
C 2.15 -3.49 1.61
C 2.73 -3.98 2.77
C 1.94 -4.22 3.89
C 0.58 -3.98 3.84
C 0.00 -3.49 2.69
C 0.80 -3.01 -1.38
C 1.47 -4.23 -1.43
C 2.02 -4.65 -2.63
C 1.91 -3.87 -3.77
C 1.24 -2.65 -3.72
C 0.68 -2.22 -2.53
H -1.62 1.82 -0.71
H -3.85 -0.42 -0.28
H -4.93 -2.32 -0.29
H -5.15 -4.76 -0.07
H -3.12 -6.15 0.28
H -0.91 -5.08 0.38
H 2.78 -3.31 0.75
H 3.79 -4.17 2.80
H 2.40 -4.59 4.80
H -0.04 -4.18 4.71
H -1.07 -3.29 2.67
H 1.57 -4.85 -0.55
H 2.54 -5.60 -2.68
H 2.34 -4.20 -4.70
H 1.15 -2.04 -4.61
H 0.17 -1.27 -2.49
F 1.15 -0.66 2.67
C 0.03 -0.10 2.16
F -1.05 -0.74 2.65
C -0.03 1.37 2.67
F -0.16 1.39 3.99
F -1.06 2.01 2.13
F 1.10 2.01 2.34

---

58
Properties=species:S:1:pos:R:3 method="wB97M-V/def2-TZVPD" fmax_ev_per_a=2.6 total_charge=+2 mol_weight_g_mol=682.1 lumo_ev=-7.014 de_lowest_kj_mol=0.00 gap_ev=7.114
Zr 0.25 0.76 1.12
S -1.35 2.41 5.04
C -1.04 3.83 4.15
C -0.64 3.57 2.87
C -0.58 2.18 2.59
C -0.95 1.43 3.69
C -0.91 -0.03 3.73
C -1.03 -0.76 4.91
C -0.93 -2.14 4.85
C -0.70 -2.77 3.63
C -0.56 -1.99 2.51
N -0.68 -0.65 2.55
H -1.17 4.79 4.61
H -0.39 4.35 2.17
H -1.19 -0.25 5.85
H -1.02 -2.72 5.76
H -0.61 -3.84 3.56
H -0.36 -2.43 1.54
O 4.01 0.39 2.13
Cl 2.63 0.50 2.11
O 1.96 0.53 3.36
O 1.97 -0.58 1.31
O 2.16 1.71 1.35
N -3.20 1.52 0.83
C -2.07 1.32 0.80
H -4.16 1.76 1.00
C -3.14 -0.33 -5.02
C -3.76 -0.12 -3.80
C -3.04 -0.28 -2.62
C -1.70 -0.63 -2.69
C -1.07 -0.85 -3.91
C -1.80 -0.70 -5.08
As -0.69 -0.77 -1.05
C 0.52 0.78 -1.29
C 0.20 2.15 -1.20
C 1.21 3.09 -1.34
C 2.52 2.67 -1.60
C 2.83 1.33 -1.72
C 1.84 0.36 -1.55
C 2.02 -1.09 -1.65
C 3.22 -1.74 -1.90
C 3.25 -3.12 -1.97
C 2.10 -3.87 -1.78
C 0.89 -3.23 -1.51
C 0.86 -1.85 -1.46
H -3.70 -0.21 -5.94
H -4.81 0.15 -3.76
H -3.53 -0.14 -1.67
H -0.03 -1.14 -3.96
H -1.33 -0.87 -6.03
H -0.83 2.48 -1.14
H 0.98 4.15 -1.29
H 3.30 3.41 -1.72
H 3.84 1.04 -1.95
H 4.13 -1.18 -2.06
H 4.19 -3.63 -2.18
H 2.13 -4.95 -1.84
H -0.01 -3.82 -1.37

---

57
Properties=species:S:1:pos:R:3 method="wB97M-V/def2-TZVPD" fmax_ev_per_a=1.1 total_charge=+1 mol_weight_g_mol=524.5 lumo_ev="-3.603 / -3.777" spin_multiplicity=4 s_squared=3.782 de_lowest_kj_mol=303.91 gap_ev="6.240 / 6.152"
Cr -0.38 0.05 0.54
O -1.43 -3.61 1.87
C -1.26 -2.43 1.62
N -0.67 -1.86 0.54
C -0.17 -2.60 -0.53
C -0.37 -3.95 -0.81
C 0.24 -4.53 -1.91
C 1.06 -3.79 -2.75
C 1.27 -2.44 -2.49
C 0.64 -1.86 -1.41
N 0.77 -0.45 -1.07
C 0.53 1.90 -1.82
O 1.14 2.35 -2.76
C 0.38 2.69 -0.56
C 0.63 4.06 -0.63
C 0.60 4.82 0.53
C 0.38 4.16 1.73
C 0.15 2.80 1.71
N 0.09 2.07 0.59
C -1.78 -1.36 2.55
C -2.43 -1.70 3.72
C -3.00 -0.69 4.48
C -2.94 0.61 4.01
C -2.25 0.87 2.84
N -1.63 -0.09 2.13
H -0.99 -4.54 -0.15
H 0.08 -5.58 -2.12
H 1.55 -4.25 -3.60
H 1.90 -1.85 -3.14
H 0.86 4.49 -1.59
H 0.75 5.89 0.50
H 0.39 4.69 2.67
H 0.00 2.25 2.64
H -2.49 -2.74 3.99
H -3.50 -0.92 5.41
H -3.43 1.42 4.53
H -2.21 1.87 2.43
C 4.16 0.40 1.14
C 4.33 0.32 -0.24
C 3.24 0.06 -1.06
C 2.01 -0.12 -0.45
N 1.84 -0.04 0.88
C 2.89 0.21 1.66
C -0.14 0.50 -1.87
C -0.38 0.11 -3.29
C -1.64 0.02 -3.76
C -2.78 0.20 -2.91
C -2.56 0.39 -1.59
N -1.32 0.49 -1.05
H 4.99 0.60 1.80
H 5.31 0.46 -0.67
H 3.34 0.01 -2.13
H 2.70 0.27 2.73
H 0.49 -0.01 -3.92
H -1.79 -0.22 -4.80
H -3.78 0.15 -3.30
H -3.38 0.45 -0.88

---

61
Properties=species:S:1:pos:R:3 method="wB97M-V/def2-TZVPD" fmax_ev_per_a=0.7 total_charge=+2 mol_weight_g_mol=669.5 lumo_ev=-7.223 gap_ev=7.194
Mo -0.21 -0.36 0.03
S 1.69 0.34 4.11
C -0.03 0.40 4.37
C -0.71 0.65 5.56
C -2.08 0.65 5.52
C -2.77 0.40 4.32
C -2.10 0.14 3.14
C -0.71 0.15 3.18
N 0.17 -0.08 2.11
C 1.43 -0.01 2.47
C 2.42 -0.27 1.43
C 3.79 -0.29 1.65
C 4.63 -0.70 0.63
C 4.11 -1.11 -0.59
C 2.74 -1.06 -0.82
C 1.87 -0.61 0.17
H -0.17 0.84 6.48
H -2.64 0.84 6.42
H -3.86 0.39 4.33
H -2.64 -0.07 2.23
H 4.20 0.00 2.61
H 5.70 -0.73 0.79
H 4.77 -1.48 -1.37
H 2.36 -1.40 -1.78
N 2.98 2.49 -3.91
C 1.85 2.12 -4.57
O 1.44 2.64 -5.58
C 1.08 0.95 -3.99
C 0.42 0.10 -4.86
C -0.35 -0.93 -4.34
C -0.47 -1.04 -2.97
N 0.15 -0.20 -2.12
C 0.92 0.78 -2.64
H 3.54 3.21 -4.34
H 3.44 1.86 -3.28
H 0.50 0.25 -5.93
H -0.87 -1.63 -4.97
H -1.07 -1.82 -2.53
H 1.40 1.44 -1.93
F -3.78 -6.52 -0.10
C -3.22 -5.33 -0.07
C -1.85 -5.21 -0.22
F -1.10 -6.29 -0.40
C -1.27 -3.96 -0.19
F 0.04 -3.81 -0.33
C -2.07 -2.84 0.00
O -1.50 -1.59 0.04
C -3.44 -2.95 0.15
F -4.18 -1.87 0.33
C -4.02 -4.21 0.12
F -5.32 -4.34 0.26
C -0.36 3.82 0.10
O -0.05 2.38 0.08
C -0.98 1.47 0.01
C -2.41 1.84 -0.06
H -0.95 4.08 -0.78
H 0.61 4.31 0.07
H -0.88 4.05 1.02
H -2.69 2.44 0.81
H -3.05 0.96 -0.10
H -2.59 2.44 -0.96